# 1
This record from the OMol25 dataset describes C33H55AsN4O7Si3V as an isolated structure. The level of theory is wB97M-V/def2-TZVPD.

The geometry in XYZ format:
```
104
Properties=species:S:1:pos:R:3:forces:R:3
V 0.064708 0.330437 0.043728 -0.16 0.22 0.09
O 1.318211 -4.297912 2.294691 -0.01 -0.06 0.02
C 1.113672 -3.000310 2.100204 -0.11 0.16 -0.05
O 1.894690 -2.262993 1.553656 -0.01 0.26 0.26
C -0.237017 -2.564477 2.630747 -0.04 -0.05 0.05
O -0.441386 -1.169981 2.534137 0.19 -0.02 -0.11
C 0.373293 -0.385145 3.386658 0.02 -0.11 0.22
C 1.468185 0.345428 2.636905 -0.06 0.11 -0.18
O 2.561796 0.623670 2.998078 -0.22 -0.08 0.12
O 0.979493 0.806422 1.430414 0.38 -0.30 0.18
H 2.192956 -4.532936 1.945599 -0.01 -0.02 0.03
H -1.010919 -3.045998 2.028080 0.04 0.01 0.03
H -0.353477 -2.922974 3.659822 0.03 0.05 -0.04
H -0.265045 0.394199 3.812160 0.07 -0.03 0.03
H 0.822709 -0.966910 4.195244 -0.02 0.02 -0.07
C -3.918311 1.502120 -1.350175 0.04 -0.07 -0.01
C -2.500013 1.421382 -0.926723 0.05 0.16 -0.12
N -1.840018 0.337349 -0.740612 -0.16 -0.02 0.11
N -2.452801 -0.883331 -0.895350 -0.09 0.01 -0.01
C -1.550839 -1.783941 -0.681103 0.06 -0.27 0.12
O -0.289262 -1.415472 -0.472972 -0.05 0.02 0.26
C -1.869593 -3.211974 -0.614399 -0.03 0.01 -0.14
C -3.203696 -3.621443 -0.565707 0.04 -0.02 -0.04
C -3.502548 -4.969095 -0.485055 0.00 0.00 0.01
C -2.479604 -5.908946 -0.453589 -0.01 -0.02 0.00
C -1.152621 -5.504947 -0.501411 -0.01 0.01 0.00
C -0.845394 -4.158186 -0.580630 -0.04 0.02 0.01
C -1.695149 2.620877 -0.646143 -0.08 0.09 -0.06
C -2.190659 3.906817 -0.721077 0.13 -0.13 0.02
C -1.373995 4.959768 -0.319746 0.02 -0.04 0.01
C -0.107232 4.678539 0.149845 0.01 -0.08 -0.02
C 0.324932 3.358051 0.176298 0.13 0.14 0.07
N -0.436351 2.353859 -0.236365 -0.29 -0.04 -0.09
H -4.350484 0.511612 -1.446194 0.01 0.01 0.00
H -4.484268 2.086120 -0.623270 -0.03 0.01 0.04
H -3.986837 2.023168 -2.306950 0.00 0.01 -0.04
H -3.991536 -2.882597 -0.591302 -0.02 0.03 0.00
H -4.533350 -5.291207 -0.447932 -0.03 -0.01 0.00
H -2.718972 -6.961355 -0.392016 -0.01 -0.03 0.00
H -0.361131 -6.240459 -0.480537 0.02 -0.02 0.00
H 0.185355 -3.836491 -0.619374 0.04 0.01 -0.02
H -3.197513 4.084185 -1.066552 -0.04 0.00 -0.01
H -1.736828 5.976709 -0.359966 -0.01 0.04 0.00
H 0.553130 5.458443 0.496947 0.03 0.04 0.02
H 1.305144 3.097296 0.546332 -0.03 0.03 0.00
C 3.618916 3.049045 -0.415135 -0.02 -0.02 -0.08
Si 2.961141 2.418480 -2.064099 -0.03 0.13 0.10
C 1.646454 3.499997 -2.865579 0.06 -0.13 0.02
C 4.374815 2.257550 -3.276128 -0.12 0.00 0.13
As 1.945592 0.290725 -1.578172 0.31 0.05 -0.65
Si 3.799138 -1.171958 -1.039593 0.02 -0.22 -0.03
C 4.978620 -1.038202 -2.489176 -0.10 0.00 0.08
C 4.612679 -0.557024 0.519580 -0.08 -0.05 -0.14
C 3.110433 -2.912876 -0.984712 0.03 0.05 -0.18
Si 0.964589 -0.441747 -3.667315 -0.06 0.05 -0.04
C 2.056263 0.107240 -5.077773 -0.02 -0.05 0.11
C 0.772205 -2.294388 -3.659182 0.06 0.11 -0.01
C -0.700146 0.407427 -3.813973 0.11 -0.03 0.02
H 3.325014 4.083066 -0.230987 -0.03 0.06 -0.02
H 4.708762 3.035333 -0.441257 0.05 -0.02 0.00
H 3.315701 2.450236 0.445629 0.01 -0.04 -0.01
H 1.852035 4.550132 -2.654050 0.04 0.07 0.01
H 0.619147 3.293474 -2.569262 0.00 -0.02 0.06
H 1.706491 3.375752 -3.947878 -0.02 -0.01 -0.05
H 4.498415 3.258401 -3.698168 0.07 0.05 -0.03
H 4.199664 1.577973 -4.104962 -0.06 -0.03 -0.03
H 5.311747 1.984631 -2.796556 0.02 -0.01 0.05
H 5.659890 -0.195869 -2.394781 0.01 0.04 0.01
H 4.491489 -0.977151 -3.461910 -0.05 -0.04 0.01
H 5.583220 -1.947792 -2.494045 0.05 -0.05 0.02
H 5.385236 0.169438 0.266601 0.02 0.06 0.01
H 5.100649 -1.402654 1.007856 0.04 -0.03 0.01
H 3.939360 -0.109665 1.245062 -0.08 -0.01 0.03
H 3.178330 -3.363883 -1.973968 0.01 -0.01 -0.09
H 2.077068 -2.954164 -0.653185 0.05 0.05 -0.01
H 3.714856 -3.521182 -0.309918 0.03 0.03 0.06
H 3.078859 -0.260591 -5.012397 0.02 -0.02 0.01
H 2.080858 1.189488 -5.194502 0.00 0.07 0.02
H 1.624091 -0.307415 -5.991117 -0.04 -0.02 -0.06
H 1.728134 -2.802779 -3.776188 0.06 -0.01 0.00
H 0.151305 -2.563490 -4.516610 -0.03 -0.03 -0.05
H 0.287460 -2.677298 -2.764543 -0.04 0.01 0.07
H -0.678715 1.444786 -3.475719 0.01 0.03 0.00
H -1.475954 -0.131757 -3.273535 -0.05 -0.04 0.04
H -0.984813 0.415724 -4.867724 0.00 -0.01 -0.06
O -1.803247 1.395926 2.005308 0.22 -0.01 0.12
C -2.900995 1.356670 2.544216 -0.16 -0.08 -0.10
C -3.742348 0.115699 2.620944 0.03 0.02 -0.04
C -3.498360 -0.475615 4.029474 0.00 -0.06 0.00
C -3.662323 0.472198 5.230495 -0.04 -0.02 0.07
C -2.557742 1.525464 5.429471 0.08 -0.01 0.00
C -2.619968 2.741166 4.480188 0.05 0.14 0.06
N -3.391331 2.418453 3.271486 -0.17 -0.05 -0.13
H -3.450112 -0.596250 1.848838 -0.02 0.00 0.00
H -4.799724 0.361344 2.501058 -0.04 0.01 0.00
H -2.486859 -0.890047 4.046340 0.01 0.00 0.02
H -4.180420 -1.318794 4.153981 0.01 0.03 0.00
H -3.669881 -0.156296 6.123096 0.01 0.02 -0.02
H -4.650696 0.942755 5.212525 -0.02 0.02 0.00
H -1.591876 1.020835 5.333482 0.00 0.01 -0.02
H -2.594823 1.885870 6.457575 0.00 0.00 0.02
H -1.628042 3.076964 4.180592 -0.01 -0.03 0.03
H -3.115891 3.586201 4.956040 0.02 -0.04 0.00
H -4.355782 2.253113 3.529853 0.03 0.02 -0.01
```
Forces are in eV/Å.

Kohn-Sham gap (alpha / beta) (eV): 6.886 / 7.121
Total charge: +2
Spin multiplicity: 2
HOMO (alpha / beta) (eV): -13.82 / -13.82
Total energy (Ha): -6084.17115

# 2
This record from the OMol25 dataset describes C33H55N12O2S2Sr as an isolated structure in a non-equilibrium geometry. The level of theory is wB97M-V/def2-TZVPD.

The geometry in XYZ format:
```
105
Properties=species:S:1:pos:R:3:forces:R:3
Sr -0.342374 0.216682 -0.260227 -0.49 -0.15 -0.05
C -3.129784 -2.406455 -0.172981 1.19 1.99 0.91
C -1.749389 -3.086716 0.007589 -0.50 0.58 -0.75
N -0.804897 -2.565772 -0.967017 0.62 0.78 0.64
C -1.088915 -2.870261 -2.349770 -0.41 -0.99 0.27
C -0.994633 -1.742463 -3.320450 0.47 0.63 -0.81
N -1.584053 -0.469496 -2.850153 -0.10 -0.56 0.17
C -1.574656 0.565046 -3.905441 -0.56 0.45 0.33
C -1.209814 1.971638 -3.411266 -0.93 0.44 0.10
C -2.232258 2.660125 -2.476002 0.35 -0.70 0.22
N -2.301155 2.110903 -1.075538 0.54 0.18 -0.22
C -3.577601 1.503935 -0.730995 -1.00 -1.89 0.78
C -3.733798 0.938087 0.733724 0.72 1.38 -0.97
N -2.837828 -0.165154 1.006238 -0.51 -1.17 -0.07
C -3.542956 -1.493850 0.993570 -0.20 0.05 -0.35
H -3.875575 -3.132641 -0.280702 -1.20 -1.04 -0.48
H -3.102395 -1.708440 -1.025850 -0.08 -0.75 -0.09
H -1.902117 -4.152627 -0.078341 0.07 -0.66 -0.18
H -1.264136 -2.923668 0.956594 -0.33 0.23 0.58
H 0.133574 -2.822347 -0.634962 -0.28 0.10 -0.60
H -2.097035 -3.268041 -2.441225 -0.20 -0.26 0.27
H -0.418501 -3.660252 -2.684534 0.01 -0.20 -0.30
H -1.381604 -2.099924 -4.309249 -0.04 0.38 0.62
H 0.058252 -1.569693 -3.489828 0.48 0.45 -0.13
H -2.568207 -0.665572 -2.633034 0.54 0.12 -0.01
H -2.605598 0.562800 -4.307584 0.61 0.26 -0.53
H -0.828078 0.308862 -4.657902 -0.29 -0.21 -0.16
H -1.078745 2.658216 -4.274680 -0.09 -0.52 0.28
H -0.271732 1.932115 -2.898032 0.76 -0.09 0.25
H -3.208541 2.505713 -2.892998 -0.69 0.26 -0.44
H -2.012422 3.739290 -2.476786 -0.18 -0.34 0.25
H -2.098646 2.872023 -0.440542 -0.07 -0.02 0.23
H -3.750709 0.607626 -1.353814 0.27 0.37 -0.17
H -4.452048 2.111527 -0.895767 -0.29 0.78 -0.26
H -4.765938 0.676017 0.980158 -0.14 0.10 -0.53
H -3.483185 1.745262 1.412733 0.15 0.32 0.25
H -2.506767 -0.029455 1.943978 0.36 -0.13 0.38
H -4.653844 -1.366310 1.009972 0.75 0.14 -0.18
H -3.299292 -2.022697 1.890622 0.21 -0.14 0.79
C 5.463949 -5.729764 -3.384953 0.92 0.13 -1.02
C 4.953200 -4.501627 -2.650063 0.33 -0.95 -0.27
C 3.929207 -3.769106 -3.196810 -0.54 -0.10 -0.50
C 3.246795 -2.836544 -2.443291 -0.77 1.06 0.16
C 3.642960 -2.558019 -1.140115 0.31 -0.93 0.26
C 4.759448 -3.229169 -0.634841 0.10 1.03 0.70
C 5.431369 -4.135663 -1.392144 0.27 -1.16 -0.47
S 2.694511 -1.640585 0.039169 0.56 -0.71 0.80
O 3.613353 -1.326141 1.124909 -0.07 0.81 -0.69
O 1.602904 -2.469506 0.530423 -0.32 -0.09 -0.41
N 2.025862 -0.476898 -0.767302 0.28 0.91 0.04
C 2.705697 0.552462 -1.429487 0.25 -1.19 0.78
C 4.120908 0.646380 -1.547180 -1.55 -1.16 0.55
C 4.597355 1.557744 -2.415111 1.30 0.02 0.41
C 3.766643 2.449796 -3.034671 -1.35 0.99 -0.57
C 2.423694 2.430778 -2.740653 -0.27 -1.48 1.15
N 1.873452 1.436667 -1.941579 0.33 1.88 -1.40
H 4.847851 -6.045432 -4.275827 0.37 0.62 1.03
H 5.516589 -6.609590 -2.715897 0.21 0.55 -0.29
H 6.485610 -5.482129 -3.811733 -0.94 -0.61 0.61
H 3.622472 -4.004137 -4.215840 -0.14 0.13 0.26
H 2.379210 -2.312091 -2.863259 0.34 -0.19 0.15
H 5.145127 -3.019994 0.361469 -0.37 0.09 -0.15
H 6.277736 -4.653979 -0.955137 -0.01 -0.05 -0.10
H 4.694722 -0.073651 -0.985056 0.40 0.16 -0.10
H 5.652511 1.662272 -2.546547 0.57 -0.10 -0.21
H 4.161022 3.177499 -3.713942 0.10 0.34 -0.18
H 1.745669 3.202037 -3.080193 -0.09 -0.10 -0.18
C -2.032988 -4.161121 4.125684 -1.05 -1.01 -0.04
C -0.823388 -3.444218 4.637783 1.58 0.32 0.52
C -0.333458 -2.178765 3.908453 0.70 -1.25 1.09
N -0.852848 -1.594775 2.911462 -0.17 1.12 -0.53
N -0.110240 -0.462953 2.460919 -0.64 -1.17 0.68
C 0.945945 -0.310182 3.200245 1.12 -0.11 -0.06
N 1.817624 0.724247 3.082366 0.11 0.86 -0.50
S 1.221500 -1.476566 4.434770 -1.09 -0.34 -0.26
H -2.031986 -5.204972 4.524923 0.06 0.78 -0.30
H -2.024639 -4.241028 3.040183 0.01 0.01 -0.08
H -3.007670 -3.746404 4.429388 0.48 0.20 -0.12
H 0.038228 -4.175637 4.604767 -0.70 0.86 0.04
H -0.943337 -3.184212 5.714582 0.10 -0.12 -0.66
H 1.496928 1.399894 2.397984 -0.15 0.12 -0.15
H 2.804212 0.535950 2.956695 -0.09 -0.44 0.26
C -2.672265 4.250305 3.958216 -0.38 0.57 -0.22
C -2.097490 2.879537 4.250804 0.10 -0.17 0.74
N -1.446905 2.333229 3.052872 -0.87 1.37 -0.08
C -0.759394 3.132353 2.155944 -0.03 -0.53 -0.34
N 0.032030 2.513487 1.312634 0.26 0.83 -0.43
C 0.905675 3.448249 0.569043 -0.19 -0.33 -0.11
C 0.206871 4.629885 -0.045493 -1.11 0.98 0.35
C -0.523136 5.392611 1.090397 -0.12 -0.76 -0.08
N -0.984517 4.463278 2.154259 -0.40 0.95 0.62
C -1.617721 5.127210 3.318544 -0.04 0.12 -0.36
H -3.120434 4.765240 4.848754 0.56 -0.66 -0.66
H -3.460496 4.200246 3.190764 -0.07 -0.42 0.39
H -2.900605 2.235485 4.658875 0.41 -0.05 -0.68
H -1.340556 2.906460 5.054504 -0.26 0.36 -0.09
H -0.948118 1.491753 3.181964 0.38 -1.14 0.14
H 1.444475 2.903720 -0.184015 0.09 -0.36 -0.37
H 1.670423 3.863197 1.199181 0.53 0.11 0.79
H -0.512524 4.335184 -0.826702 0.34 0.06 0.15
H 0.913134 5.373199 -0.444672 -0.12 -0.54 -0.28
H -1.391050 5.993238 0.724404 0.58 -0.50 0.28
H 0.199922 6.070314 1.539883 -0.06 0.21 0.14
H -2.099641 6.021541 2.939182 -0.09 0.19 -0.15
H -0.903964 5.485357 4.056568 0.51 -0.21 0.00
```
Forces are in eV/Å.

Kohn-Sham gap (eV): 8.817
Total charge: +1
HOMO (eV): -10.45
ΔE to the lowest compared entry with this formula, charge and spin (kcal per mole): 0.0
Total energy (Ha): -2925.04883